ORCA calculation (ωB97M-V/def2-TZVPD) on a cluster of 7 separate species, C50H86Br2Cl2F12N5O16S7 in total at a distorted geometry.

Last column: Löwdin charge in e.
Positions of all 180 atoms, in Å:
C -0.542 -4.797 0.714  -0.01
C -1.190 -6.038 0.113  -0.46
O -1.057 -7.135 0.621  0.11
N -1.945 -5.872 -1.117  0.02
C -3.005 -4.850 -1.025  -0.20
C -2.946 -3.825 -2.169  -0.15
C -2.960 -2.348 -1.685  -0.15
C -1.769 -1.629 -2.319  -0.14
N -1.390 -0.323 -1.789  0.07
C -0.149 -0.101 -1.296  -0.27
N 0.981 -0.337 -1.876  0.22
C 1.277 -0.925 -3.189  -0.08
C 1.535 0.011 -4.404  -0.39
C 2.424 -0.898 -5.296  -0.03
O 2.209 1.186 -4.039  -0.02
N -0.029 0.510 -0.034  -0.03
C -0.524 -0.376 1.033  -0.14
C 0.456 -0.233 2.212  -0.20
C 1.169 -1.521 2.562  -0.81
F 0.291 -2.541 2.741  0.03
Br 2.468 -1.936 1.172  0.87
C 1.963 -1.344 3.880  -0.92
F 2.756 -2.409 4.124  0.02
F 1.109 -1.223 4.913  0.07
Br 3.083 0.229 3.778  0.90
C -0.733 1.810 -0.096  -0.09
C -2.170 1.642 -0.628  -0.24
C -3.064 2.843 -0.365  -0.59
Cl -3.694 3.894 -1.591  0.81
C -3.464 3.132 0.893  -0.69
C -4.342 4.291 1.257  -0.13
Cl -3.015 2.146 2.249  0.79
C -2.157 0.936 -2.010  -0.32
C -3.489 0.768 -2.711  -0.09
C -4.804 0.657 -1.906  -0.14
C -4.814 0.034 -0.502  -0.17
C -5.955 -0.986 -0.277  -0.08
C -7.121 -0.429 0.510  -0.45
F -7.364 0.840 0.029  0.11
F -8.256 -1.122 0.251  0.13
C -6.951 -0.217 2.037  -0.40
F -8.166 0.148 2.514  0.12
F -6.126 0.815 2.315  0.11
S -6.367 -1.717 3.053  0.77
F -7.775 -1.884 3.751  -0.13
F -6.836 -2.739 1.939  -0.12
F -4.922 -1.571 2.401  -0.14
F -5.930 -0.744 4.226  -0.12
F -5.815 -2.927 3.893  -0.10
O -1.280 1.603 -2.980  -0.07
N -1.210 3.027 -2.811  -0.02
O -1.377 3.577 -3.818  0.10
H 0.330 -5.095 1.276  0.08
H -0.300 -4.062 -0.051  0.06
H -1.282 -4.319 1.351  0.08
H -1.266 -5.619 -1.825  0.11
H -3.943 -5.391 -1.124  0.11
H -3.041 -4.376 -0.046  0.10
H -3.815 -3.981 -2.800  0.11
H -2.093 -3.986 -2.825  0.10
H -3.860 -1.917 -2.110  0.10
H -2.971 -2.307 -0.602  0.10
H -1.954 -1.582 -3.394  0.13
H -0.918 -2.301 -2.234  0.11
H 1.791 -0.089 -1.325  0.15
H 0.613 -1.730 -3.473  0.12
H 2.248 -1.390 -3.049  0.12
H 0.637 0.222 -4.973  0.14
H 2.721 -0.494 -6.260  0.04
H 1.784 -1.756 -5.515  0.09
H 3.260 -1.252 -4.696  0.09
H 3.066 0.919 -3.696  0.10
H -0.528 -1.422 0.734  0.11
H -1.515 -0.137 1.411  0.10
H 1.206 0.482 1.903  0.07
H -0.012 0.203 3.091  0.13
H -0.717 2.253 0.892  0.10
H -0.144 2.469 -0.724  0.12
H -2.571 0.878 0.030  0.08
H -4.425 4.406 2.328  0.07
H -3.915 5.204 0.852  0.08
H -5.311 4.187 0.779  0.08
H -3.469 -0.009 -3.469  0.12
H -3.589 1.662 -3.318  0.11
H -5.251 1.642 -1.833  0.09
H -5.513 0.112 -2.523  0.12
H -4.995 0.831 0.212  0.09
H -3.906 -0.453 -0.171  0.08
H -5.539 -1.885 0.161  0.10
H -6.371 -1.316 -1.226  0.13
C 0.675 3.756 -8.442  -0.21
C 1.323 3.297 -9.754  -0.21
C 2.541 2.442 -9.385  -0.21
S 2.173 1.715 -7.782  0.67
O 3.098 2.235 -6.810  -0.31
O 1.961 0.295 -7.937  -0.34
C 0.601 2.512 -7.562  -0.23
H -0.310 4.189 -8.606  0.12
H 1.300 4.513 -7.964  0.12
H 0.610 2.698 -10.322  0.12
H 1.611 4.140 -10.380  0.12
H 2.714 1.644 -10.103  0.11
H 3.440 3.044 -9.275  0.11
H 0.459 2.731 -6.512  0.10
H -0.171 1.827 -7.914  0.11
C 6.817 -4.616 1.968  -0.21
C 8.206 -4.448 1.338  -0.21
C 8.099 -3.348 0.273  -0.22
S 6.770 -2.264 0.809  0.65
O 5.687 -2.351 -0.148  -0.37
O 7.312 -0.992 1.210  -0.32
C 6.321 -3.204 2.265  -0.23
H 6.851 -5.222 2.871  0.12
H 6.146 -5.106 1.258  0.12
H 8.919 -4.147 2.107  0.12
H 8.567 -5.378 0.903  0.12
H 9.013 -2.767 0.188  0.10
H 7.825 -3.753 -0.700  0.10
H 5.246 -3.143 2.420  0.08
H 6.848 -2.768 3.113  0.11
C 4.209 -0.304 7.725  -0.22
C 3.393 -1.585 7.943  -0.21
C 4.294 -2.770 7.573  -0.22
S 5.983 -2.230 7.872  0.66
O 6.677 -2.179 6.609  -0.33
O 6.526 -2.943 8.997  -0.32
C 5.570 -0.558 8.366  -0.22
H 3.717 0.566 8.159  0.12
H 4.333 -0.125 6.656  0.08
H 3.101 -1.655 8.992  0.12
H 2.480 -1.590 7.349  0.10
H 4.093 -3.647 8.182  0.10
H 4.211 -3.024 6.518  0.09
H 6.345 0.123 8.027  0.11
H 5.507 -0.541 9.454  0.11
C 4.677 4.743 1.167  -0.23
C 4.363 5.929 2.089  -0.19
C 2.845 5.952 2.318  -0.21
S 2.295 4.251 2.155  0.66
O 1.432 4.144 0.996  -0.34
O 1.879 3.751 3.445  -0.35
C 3.893 3.564 1.736  -0.23
H 5.731 4.533 1.129  0.09
H 4.338 4.963 0.156  0.11
H 4.876 5.795 3.043  0.12
H 4.706 6.870 1.662  0.12
H 2.581 6.312 3.309  0.10
H 2.332 6.541 1.561  0.11
H 3.765 2.746 1.029  0.10
H 4.345 3.196 2.658  0.10
C -10.760 -2.768 2.350  -0.22
C -11.038 -1.718 3.435  -0.22
C -12.526 -1.816 3.798  -0.21
S -13.011 -3.518 3.475  0.66
O -13.966 -3.529 2.398  -0.32
O -13.274 -4.189 4.719  -0.32
C -11.425 -4.053 2.834  -0.23
H -9.693 -2.910 2.187  0.09
H -11.207 -2.451 1.405  0.12
H -10.429 -1.934 4.315  0.11
H -10.783 -0.714 3.099  0.11
H -12.709 -1.591 4.845  0.10
H -13.137 -1.173 3.169  0.10
H -11.582 -4.786 2.047  0.11
H -10.871 -4.500 3.659  0.11
C 8.502 3.967 -3.480  -0.22
C 7.207 3.802 -4.287  -0.21
C 6.036 3.924 -3.303  -0.22
S 6.616 4.974 -1.964  0.67
O 6.661 4.194 -0.749  -0.33
O 5.925 6.238 -2.004  -0.32
C 8.282 5.180 -2.581  -0.22
H 9.367 4.105 -4.127  0.12
H 8.675 3.078 -2.871  0.12
H 7.141 4.592 -5.037  0.12
H 7.178 2.850 -4.813  0.11
H 5.162 4.383 -3.757  0.10
H 5.768 2.960 -2.874  0.10
H 8.974 5.233 -1.744  0.11
H 8.308 6.108 -3.151  0.11

Force components x, y, z for each atom (eV/Å):
-0.6 -0.2 -0.3
0.3 -1.5 0.4
-0.2 1.6 -0.7
0.3 0.1 0.8
0.0 -0.6 -0.8
-0.4 0.4 0.5
0.1 -0.4 -1.0
0.2 -0.3 -0.7
-0.7 -0.6 -0.2
0.3 0.5 0.6
-0.4 -0.5 -0.8
0.5 0.2 -0.2
1.2 -1.1 -0.4
-1.0 -0.1 0.3
-0.7 0.2 0.4
-0.6 0.4 -0.6
0.7 -0.1 1.0
-0.2 0.1 -0.3
0.3 0.8 0.5
0.1 -0.2 -0.1
-0.1 -0.4 -0.2
0.5 -0.1 0.1
-0.4 0.1 0.0
0.1 -0.1 -0.3
0.1 0.0 0.4
0.3 0.3 -0.3
0.0 0.1 0.0
0.0 -0.2 1.3
0.2 -0.1 -0.1
-0.1 0.2 -0.7
0.3 0.1 -0.3
0.1 -0.2 -0.1
1.1 0.3 0.4
-0.8 0.1 0.0
0.0 -0.2 0.1
-0.8 -0.1 0.6
0.4 -0.2 -0.4
0.2 0.5 -1.0
0.0 -0.1 0.2
0.3 -0.1 0.6
-1.2 0.7 0.8
0.6 -0.3 -0.2
0.0 -0.8 -0.6
-0.3 0.2 1.2
0.1 -0.1 -0.1
0.2 0.0 -0.3
0.1 0.0 -0.4
0.0 0.0 -0.1
-0.1 0.0 -0.1
-0.4 -0.3 -0.3
-0.4 0.7 -0.1
0.5 -0.4 0.1
0.1 0.1 0.2
0.2 0.0 -0.2
0.1 0.0 0.4
-0.1 0.0 -0.2
-0.2 0.0 0.2
0.2 0.2 0.1
-0.1 0.0 -0.2
0.2 -0.2 0.1
-0.2 0.3 0.5
0.1 0.2 0.1
0.0 0.1 -0.1
0.3 0.2 0.3
0.0 0.0 0.3
-0.4 0.1 0.2
0.0 -0.2 0.4
-0.3 0.6 0.3
0.0 0.2 0.5
0.2 -0.3 -0.2
0.3 0.0 -0.2
0.3 0.2 -0.2
-0.1 -0.1 -0.4
-0.3 0.1 -0.4
0.1 0.1 0.0
-0.2 -0.2 0.2
-0.1 0.0 0.2
0.0 0.1 -0.1
-0.3 -0.1 0.0
-0.2 -0.1 0.1
0.1 0.2 0.0
-0.3 -0.1 0.2
0.4 -0.3 0.1
0.1 0.2 0.0
0.1 0.2 0.1
0.1 -0.2 -0.2
0.3 0.2 0.1
0.2 0.0 -0.3
-0.2 -0.1 0.3
-0.2 0.1 -0.1
0.1 0.0 -0.1
-0.1 0.0 0.0
-0.1 0.2 -0.3
-0.1 0.3 -0.6
0.2 -0.2 0.1
0.1 0.0 0.0
-0.4 0.3 -0.1
0.0 0.0 0.0
0.0 0.0 0.0
0.0 0.0 0.0
0.0 0.0 0.0
0.1 -0.1 0.1
0.0 0.0 0.1
0.0 0.0 0.2
0.0 0.0 0.0
0.0 0.0 -0.1
-0.1 0.0 0.1
0.2 -0.3 0.0
0.2 -0.2 0.4
-0.1 0.2 0.0
-0.2 0.2 -0.2
0.0 -0.3 0.1
0.0 0.0 0.0
0.0 0.0 0.0
0.0 0.0 0.0
0.0 0.0 0.0
-0.1 0.1 -0.1
-0.1 0.1 0.0
0.0 0.1 -0.1
0.0 0.1 0.0
0.0 -0.1 0.0
0.0 0.1 0.0
-0.4 0.0 0.0
-0.2 0.1 0.2
0.1 -0.1 0.0
0.2 -0.1 -0.1
-0.2 0.2 0.0
0.0 0.0 0.0
0.0 0.0 0.0
0.0 0.0 0.0
0.0 0.0 0.0
0.1 -0.1 0.0
0.1 0.0 0.0
0.1 -0.1 0.0
0.0 -0.1 0.0
-0.5 0.2 0.5
0.0 -0.1 0.0
0.2 0.3 0.0
0.5 0.1 0.1
-0.2 -0.2 0.1
-0.3 -0.2 -0.2
0.2 0.0 -0.2
0.2 -0.1 0.0
0.0 0.0 -0.1
0.0 0.0 0.0
0.0 0.0 0.0
-0.2 -0.1 0.0
-0.1 -0.1 0.0
-0.1 0.0 0.1
-0.1 0.0 0.0
-0.1 0.1 0.0
0.0 -0.1 0.0
0.3 0.3 0.0
0.2 0.0 0.1
-0.1 0.0 0.0
-0.2 -0.1 0.0
0.3 0.1 -0.2
0.0 0.0 0.0
0.0 0.0 0.0
0.0 0.0 0.0
0.0 0.0 0.0
-0.1 -0.1 0.0
-0.1 -0.1 0.0
-0.1 0.0 0.1
-0.1 0.0 0.0
-0.1 -0.1 0.0
0.1 0.0 0.0
0.0 -0.2 -0.3
0.2 0.0 -0.3
0.2 0.0 -0.3
-0.1 0.0 0.3
0.3 -0.1 -0.1
0.0 0.0 0.0
0.0 0.0 0.0
0.0 0.0 0.0
0.0 0.0 0.0
-0.1 0.0 0.1
0.0 0.0 0.1
-0.1 0.0 0.1
-0.1 0.0 0.0

Results
Charge: +1
HOMO in eV: -11.41
E in eV: -367028.3215

=====

ORCA calculation (ωB97M-V/def2-TZVPD) on a cluster of 19 separate species, C50H88Br26O12 in total at a distorted geometry.

Last column: Löwdin charge in e.
Positions of all 176 atoms, in Å:
Br -1.464 -5.858 3.879  0.65
C -2.021 -4.411 2.720  -0.72
C -3.491 -4.144 3.044  -0.70
Br -4.152 -2.588 2.066  0.62
H -1.839 -4.487 1.620  0.06
H -1.415 -3.540 3.136  0.02
H -3.601 -3.984 4.104  0.00
H -4.181 -4.853 2.658  0.03
Br 4.905 -2.327 -1.796  0.64
C 5.905 -2.359 -0.101  -0.68
C 5.690 -1.102 0.714  -0.64
Br 6.910 -1.336 2.241  0.62
H 6.900 -2.480 -0.490  0.04
H 5.593 -3.294 0.325  0.03
H 4.727 -1.081 1.162  0.02
H 6.023 -0.223 0.168  0.04
Br 4.354 -8.131 -0.393  0.63
C 2.864 -7.390 -1.444  -0.65
C 2.044 -6.608 -0.458  -0.68
Br 0.813 -5.263 -1.251  0.66
H 2.182 -8.125 -1.836  0.06
H 3.251 -6.637 -2.165  0.07
H 2.709 -6.039 0.159  0.00
H 1.313 -7.229 0.076  0.06
Br -4.320 1.377 2.801  0.61
C -4.920 0.788 4.594  -0.66
C -6.006 -0.276 4.508  -0.70
Br -6.568 -0.770 6.305  0.62
H -5.357 1.649 5.067  0.04
H -4.094 0.387 5.161  0.02
H -5.640 -1.219 4.160  -0.03
H -6.909 0.029 3.975  0.06
Br 1.047 -0.368 3.657  0.70
C 2.333 0.180 5.001  -0.69
C 1.946 0.149 6.484  -0.67
Br 2.182 -1.601 7.243  0.66
H 2.511 1.258 4.660  0.05
H 3.239 -0.345 4.909  0.02
H 0.954 0.580 6.599  0.06
H 2.766 0.729 6.968  0.07
Br -2.068 4.028 -8.934  0.58
C -2.035 4.607 -7.019  -0.66
C -0.892 5.575 -6.709  -0.62
Br -0.972 5.995 -4.798  0.69
H -1.910 3.681 -6.447  0.00
H -2.955 5.086 -6.802  0.04
H -1.038 6.486 -7.207  0.04
H 0.083 5.144 -6.792  0.03
Br 3.506 -4.302 2.999  0.64
C 4.345 -3.879 4.656  -0.78
C 5.698 -4.537 4.868  -0.63
Br 6.405 -3.663 6.493  0.61
H 3.577 -4.141 5.346  0.02
H 4.414 -2.719 4.697  0.06
H 6.241 -4.353 3.947  0.05
H 5.692 -5.541 5.094  0.02
Br 5.928 -1.025 -5.744  0.59
C 6.746 -0.113 -4.206  -0.71
C 5.846 0.979 -3.731  -0.73
Br 6.737 1.972 -2.346  0.65
H 7.763 0.147 -4.628  0.07
H 6.989 -0.853 -3.464  0.01
H 4.955 0.649 -3.243  0.03
H 5.623 1.720 -4.497  0.04
Br -2.110 -8.046 -3.232  0.59
C -2.467 -6.086 -2.950  -0.68
C -2.863 -5.803 -1.592  -0.71
Br -3.448 -3.940 -1.390  0.66
H -3.237 -5.878 -3.647  0.04
H -1.731 -5.315 -3.195  0.05
H -2.049 -5.961 -0.910  0.01
H -3.669 -6.357 -1.235  0.01
Br -2.440 3.965 -0.476  0.62
C -4.072 4.710 0.384  -0.67
C -5.236 3.898 -0.075  -0.73
Br -6.885 4.501 0.808  0.61
H -4.266 5.710 0.052  0.05
H -3.942 4.718 1.450  0.01
H -5.075 2.835 0.248  0.02
H -5.423 3.978 -1.178  0.07
Br -0.326 4.208 7.996  0.56
C -0.728 4.960 6.202  -0.71
C -1.684 4.153 5.335  -0.63
Br -1.847 5.240 3.721  0.68
H 0.253 5.081 5.737  0.02
H -1.124 5.991 6.311  0.05
H -2.720 4.127 5.620  0.03
H -1.309 3.129 5.070  0.08
Br -2.107 -2.109 5.626  0.62
C -1.738 -3.413 7.124  -0.65
C -1.662 -2.766 8.466  -0.72
Br -0.871 -4.026 9.676  0.66
H -0.782 -3.855 6.831  0.04
H -2.551 -4.190 7.093  0.08
H -2.641 -2.535 8.887  0.07
H -0.920 -1.999 8.401  0.02
Br 4.628 2.133 2.491  0.75
C 5.537 3.099 3.892  -0.68
C 4.892 4.400 4.286  -0.72
Br 5.806 5.157 5.791  0.67
H 6.491 3.356 3.451  0.05
H 5.744 2.440 4.653  0.02
H 3.828 4.412 4.448  0.02
H 4.983 5.108 3.447  0.07
O -6.125 -6.992 -1.380  0.08
C -6.696 -5.914 -1.443  -0.48
O -7.171 -5.507 -2.627  0.02
C -7.736 -4.189 -2.552  -0.14
C -7.681 -3.754 -1.069  -0.14
C -7.089 -4.954 -0.327  -0.07
H -8.795 -4.195 -2.875  0.13
H -7.117 -3.635 -3.251  0.12
H -8.664 -3.433 -0.717  0.11
H -6.988 -2.906 -0.982  0.11
H -7.725 -5.486 0.351  0.12
H -6.256 -4.563 0.253  0.08
O 2.552 0.381 -0.071  0.07
C 1.488 -0.187 -0.118  -0.49
O 0.264 0.360 -0.304  -0.01
C -0.845 -0.594 -0.186  -0.09
C -0.198 -1.801 0.473  -0.16
C 1.270 -1.652 0.106  -0.11
H -1.103 -0.851 -1.206  0.11
H -1.705 -0.071 0.286  0.14
H -0.518 -2.679 -0.004  0.04
H -0.212 -1.994 1.581  0.09
H 1.518 -2.062 -0.883  0.11
H 2.013 -1.995 0.759  0.09
O 1.749 4.336 4.032  0.03
C 1.620 4.189 2.816  -0.52
O 2.262 5.037 2.001  0.02
C 1.770 4.739 0.624  -0.11
C 1.526 3.248 0.658  -0.18
C 0.978 3.062 2.090  -0.10
H 2.640 4.957 0.022  0.11
H 0.798 5.286 0.469  0.14
H 2.426 2.674 0.524  0.06
H 0.726 2.826 -0.047  0.11
H 1.150 2.098 2.554  0.05
H -0.086 3.196 2.062  0.09
O -0.082 2.603 -6.202  0.06
C 0.834 1.944 -6.644  -0.50
O 1.133 0.782 -6.081  0.04
C 2.021 0.112 -7.025  -0.12
C 2.744 1.232 -7.836  -0.13
C 1.627 2.226 -7.897  -0.09
H 1.330 -0.501 -7.584  0.12
H 2.685 -0.528 -6.412  0.11
H 3.024 0.839 -8.833  0.12
H 3.648 1.625 -7.251  0.13
H 0.924 2.168 -8.753  0.14
H 1.999 3.234 -7.747  0.12
O -4.728 0.614 -1.754  0.12
C -3.965 1.048 -2.563  -0.49
O -2.623 0.691 -2.539  -0.02
C -1.954 1.160 -3.692  -0.15
C -3.088 1.377 -4.756  -0.10
C -4.194 1.825 -3.793  -0.09
H -1.315 0.430 -4.132  0.12
H -1.506 2.123 -3.514  0.11
H -3.344 0.443 -5.257  0.12
H -2.793 2.118 -5.469  0.08
H -5.218 1.616 -4.056  0.13
H -4.105 2.888 -3.523  0.13
O 3.877 3.545 -5.544  0.11
C 3.058 3.818 -4.716  -0.50
O 2.324 2.895 -4.077  0.02
C 1.409 3.504 -3.098  -0.12
C 2.049 4.863 -2.857  -0.18
C 2.698 5.186 -4.181  -0.07
H 1.316 2.864 -2.210  0.12
H 0.445 3.704 -3.601  0.08
H 2.770 4.601 -2.106  0.10
H 1.256 5.544 -2.521  0.11
H 3.609 5.749 -3.905  0.14
H 1.993 5.651 -4.869  0.10

Force components x, y, z for each atom (eV/Å):
0.1 -0.4 -0.4
0.1 2.1 0.3
0.6 0.4 -0.6
0.3 0.5 0.2
0.0 -0.6 1.0
-0.8 -1.0 -0.8
-0.3 0.2 0.2
-0.1 -1.1 0.1
-0.4 0.2 0.0
-0.2 0.1 -1.0
1.3 -1.2 -0.2
0.0 0.2 0.1
0.5 0.2 0.3
-0.1 -0.1 0.7
-0.8 0.5 0.0
-0.4 0.1 0.2
-0.5 -0.1 -0.6
-0.2 1.5 0.1
-1.0 0.1 0.4
0.4 -0.2 -0.2
0.6 -0.6 -0.7
0.0 -1.1 0.2
-0.1 0.3 0.6
0.7 0.2 0.2
-0.1 -0.3 0.6
-0.9 -0.5 -0.3
0.0 0.1 0.0
-0.1 0.2 0.3
0.2 0.5 0.2
0.4 0.2 -0.1
0.2 -0.2 -0.7
0.3 0.0 0.0
-0.1 -0.6 0.3
-0.4 2.6 0.1
1.0 0.9 -1.2
-0.5 -0.4 0.1
-0.1 -1.4 0.8
1.0 -0.8 -0.7
0.1 -0.2 0.6
-1.0 -0.1 -0.1
0.1 0.4 0.9
1.3 -0.7 0.0
-0.8 -1.4 0.7
-0.3 0.1 0.1
-0.1 0.5 -0.3
-1.0 0.3 -0.1
0.2 1.2 -0.7
0.4 -0.2 -0.6
-0.1 -0.3 -1.1
0.1 2.3 0.5
-0.8 2.7 -0.4
0.2 -0.2 -0.6
-0.1 -0.3 0.9
0.2 -2.1 -0.2
0.8 0.2 0.4
-0.3 -2.2 0.4
-0.2 0.0 0.3
1.6 -0.4 -1.2
0.5 0.7 -0.4
0.5 0.3 0.6
-1.4 0.5 0.6
-0.5 -0.4 0.4
-0.6 -0.5 -0.1
-0.1 -0.3 0.0
0.3 1.4 0.3
0.4 0.2 -1.6
0.2 0.4 1.7
0.2 -0.1 -0.2
-1.0 -0.1 -0.6
1.0 -1.1 -0.4
0.4 0.2 0.3
-1.5 -1.0 0.4
-0.5 0.4 0.4
-0.1 0.1 -0.6
-0.3 -1.7 -0.3
0.4 0.0 -0.1
0.6 0.7 -0.2
0.3 -0.3 0.4
-0.5 0.9 -0.6
0.3 -0.2 1.1
-0.4 0.1 -0.7
0.0 0.8 0.1
0.9 -0.6 -0.3
0.1 -0.1 -0.5
-0.2 -0.4 -0.1
0.1 -0.8 0.4
-0.1 -0.2 0.8
-0.3 1.1 0.2
0.1 -0.4 0.9
-0.9 -1.1 -1.1
-0.1 -0.1 -0.3
0.2 -0.6 0.5
-0.3 0.1 0.1
0.9 0.8 -0.2
0.3 0.5 -0.2
-0.1 1.0 0.3
-0.4 -0.1 -0.1
0.5 1.6 -1.6
-0.4 0.6 -1.3
0.1 0.1 0.3
0.3 -0.1 -0.1
0.0 -1.5 1.9
-0.3 -0.5 0.6
0.3 -0.2 0.3
-0.5 1.6 0.4
0.7 -2.0 0.1
-0.3 0.2 0.2
-0.6 -0.2 0.1
0.3 0.5 -0.4
0.5 0.6 -0.7
0.7 -0.3 -0.2
-0.2 0.6 0.2
0.2 -0.1 0.0
-0.3 -0.2 0.1
-0.6 -0.2 0.3
0.4 -0.6 0.0
-0.8 0.4 -0.5
-0.5 -0.8 1.0
0.2 1.4 -0.1
0.8 0.5 0.3
1.1 -0.4 1.4
-0.1 0.8 -1.7
-0.3 0.0 -0.1
0.8 -0.5 -0.1
-0.9 -1.3 -0.4
-0.7 0.8 -0.9
-0.2 -0.3 0.1
0.8 -0.7 1.2
-0.7 -0.4 -1.4
1.4 0.3 2.9
-1.3 -0.3 -1.1
0.0 -0.1 0.9
-2.0 -1.2 -0.2
0.2 0.2 -1.0
-0.4 0.7 -0.5
1.3 -0.1 -0.2
0.3 -0.1 -0.2
1.3 0.9 0.6
0.3 0.0 0.1
-0.7 0.2 0.2
0.5 0.3 0.0
-1.8 0.3 0.4
1.0 0.0 -0.7
1.0 -0.5 1.1
0.6 -1.4 0.5
-0.3 1.0 0.6
0.2 -0.3 -0.7
-0.3 0.4 -0.5
0.1 0.3 0.6
-1.3 -0.6 -0.9
0.6 0.0 0.4
-0.1 0.3 -0.5
-0.1 0.4 0.2
1.6 -1.5 0.3
-0.5 -0.2 0.7
-1.7 0.4 -1.8
0.0 0.0 1.7
-0.6 0.7 -0.6
1.0 -0.5 0.5
0.6 0.2 0.2
0.0 0.0 0.0
0.0 0.3 -0.4
-0.3 0.2 -0.5
0.0 -0.1 -0.2
0.2 -0.3 -0.5
-0.3 0.4 0.8
-0.5 -0.6 0.4
-0.3 0.4 -1.3
-1.3 -1.1 0.4
0.8 0.1 1.1
0.1 0.1 -0.5
0.2 -0.8 0.2
0.7 0.9 0.5
0.6 0.1 0.1
-0.5 0.1 -1.2
0.3 0.4 0.0

Results
Energy above the lowest of the compared OMol25 structures with the same formula, charge and spin in kcal per mole: 12.2
HOMO in eV: -10.07
E in eV: -1898954.0575

=====

Number 1: HOMO-LUMO gap 8.487 eV. Number 2: HOMO-LUMO gap 10.157 eV.